Record 1
Formula: C18H18N3O5PtS
Source: OMol25
Level of theory: ωB97M-V/def2-TZVPD

Calculated values
M: 583.5 g/mol
LUMO level (spin up / spin down): -3.5 / -6.8 eV
Charge: +1
Strongest force on any atom: 4.65 eV/A
Multiplicity: 5

```
46
Properties=species:S:1:pos:R:3:forces:R:3
Pt -0.04943 -0.24786 -0.12336 -0.10 0.30 0.40
C -4.18379 -0.01334 1.02905 0.01 -0.02 -0.02
C -2.68650 -0.07649 1.08932 0.17 -0.15 -0.18
O -2.09562 -0.21459 -0.02240 -0.32 0.17 0.31
C -2.09344 0.00766 2.40441 -0.25 0.00 -0.17
C -0.79021 -0.01865 2.84403 0.38 0.03 0.25
C -0.46585 0.03488 4.31145 0.14 0.01 -0.09
N 0.24277 -0.08978 1.96412 -0.69 -0.09 -0.18
N 1.47264 -0.04213 2.37289 0.36 -0.05 -0.06
C 2.35844 -0.19785 1.33440 0.00 -0.07 -0.02
O 2.00031 -0.40360 0.12770 0.33 0.24 0.25
C 3.77557 -0.12530 1.68630 -0.14 -0.09 -0.16
C 4.73706 -0.12243 0.67539 0.18 0.01 -0.07
C 6.08194 -0.09391 1.00451 -0.06 0.00 -0.10
C 6.46673 -0.07406 2.34174 0.21 0.00 -0.05
C 5.51163 -0.06493 3.34734 -0.08 0.00 0.17
C 4.16552 -0.08797 3.02384 0.05 0.03 0.28
H -4.51330 -0.00258 -0.00596 0.01 0.00 0.01
H -4.54404 0.88222 1.54338 0.02 -0.12 0.00
H -4.61453 -0.88573 1.53237 0.07 0.12 0.00
H -2.82756 0.08555 3.19635 -0.03 -0.01 -0.07
H -1.37117 0.07462 4.91510 0.07 0.00 -0.09
H 0.16086 0.90718 4.52809 -0.11 -0.13 -0.04
H 0.12165 -0.84646 4.59128 -0.10 0.13 -0.05
H 4.41764 -0.13724 -0.35749 0.03 -0.04 -0.01
H 6.83136 -0.09200 0.22036 -0.08 0.00 0.09
H 7.52299 -0.06707 2.60179 -0.19 0.02 -0.07
H 5.81808 -0.04640 4.38829 -0.05 0.00 -0.13
H 3.41021 -0.08354 3.79992 0.10 -0.02 -0.06
N 0.01281 2.05855 -0.11189 0.64 -0.19 -1.23
C 0.59359 2.73237 -1.30925 -0.14 0.14 0.25
C 0.46824 4.11433 -1.40438 -0.34 0.23 0.16
C 0.97867 4.80115 -2.50210 0.34 -0.65 0.06
C 1.65056 4.04836 -3.45472 1.31 1.71 -1.45
C 1.77229 2.66708 -3.41439 0.02 0.53 0.27
C 1.24431 2.01538 -2.31140 -0.34 0.09 0.29
S 2.48919 4.99189 -4.92014 -2.02 -2.36 3.45
O 3.83180 4.47682 -5.01818 -0.19 0.06 -0.77
O 2.37306 6.40179 -4.67498 -0.13 0.05 -0.55
O 1.56211 4.47604 -5.96280 0.92 0.75 -0.98
H -0.93120 2.38827 0.03048 -0.24 0.07 0.02
H 0.54779 2.30677 0.70867 0.15 0.08 0.21
H -0.03821 4.67333 -0.61516 0.09 -0.17 -0.18
H 0.89364 5.87886 -2.59873 0.04 -0.16 0.06
H 2.28756 2.12748 -4.20313 -0.06 0.04 0.17
H 1.34035 0.95163 -2.23723 0.02 -0.48 0.08
```
Forces are in eV/Å.


Record 2
Formula: C18H19AlN3O3
Source: OMol25
Level of theory: ωB97M-V/def2-TZVPD

Calculated values
M: 352.3 g/mol
LUMO level: -3.2 eV
Charge: +1
Strongest force on any atom: 1.31 eV/A

```
44
Properties=species:S:1:pos:R:3:forces:R:3
Al -0.21137 -0.92245 0.82053 0.21 0.63 0.00
C 0.38693 -0.61735 4.84683 -0.07 -0.09 -0.16
C 0.79943 -0.58265 3.40923 -0.12 -0.02 -0.21
O -0.10737 -0.99805 2.54253 -0.11 -0.20 1.29
C 2.01803 -0.10855 3.02503 0.07 -0.04 0.11
C 2.44003 0.01365 1.67463 -0.10 -0.01 -0.34
C 3.82783 0.45475 1.36273 0.02 0.08 -0.13
N 1.59503 -0.26115 0.70663 -0.77 -0.38 0.48
N 1.97313 -0.10505 -0.60527 0.87 0.54 -0.46
C 1.04943 -0.52485 -1.39657 -0.01 -0.21 0.31
O -0.04537 -1.11385 -0.91987 -0.12 -0.10 -0.62
C 1.15443 -0.28075 -2.83457 -0.01 -0.05 -0.55
C 2.38023 -0.38025 -3.48967 -0.18 -0.02 0.19
C 2.47483 -0.05915 -4.83047 0.05 0.09 -0.05
C 1.36023 0.38965 -5.52257 0.00 -0.05 0.05
C 0.13743 0.47995 -4.87757 -0.05 0.08 -0.09
C 0.02703 0.12955 -3.54627 0.09 -0.07 0.27
H -0.18477 0.28335 5.07413 -0.04 0.05 0.01
H 1.24393 -0.65535 5.51183 0.05 0.02 0.01
H -0.26137 -1.46975 5.02803 -0.01 -0.10 0.03
H 2.72233 0.17765 3.78993 -0.01 0.01 0.04
H 4.36743 0.74815 2.25783 -0.05 -0.02 0.05
H 3.80383 1.28065 0.65283 0.02 0.00 -0.03
H 4.36323 -0.35705 0.87173 0.04 -0.04 -0.05
H 3.24193 -0.72165 -2.93877 0.13 0.02 0.06
H 3.42693 -0.13555 -5.33217 0.08 -0.04 -0.06
H 1.44163 0.66665 -6.56167 0.03 0.02 -0.12
H -0.72867 0.84635 -5.40837 -0.07 -0.03 -0.07
H -0.92687 0.20465 -3.04237 -0.04 -0.02 0.04
O -1.64917 -2.25205 0.76323 0.54 -0.31 -0.02
C -2.91857 -1.72095 1.10473 -0.97 0.23 0.58
C -2.97027 -0.24775 0.79473 -0.29 0.03 -0.15
C -4.14117 0.47515 0.62533 0.21 -0.03 0.06
C -4.04467 1.83945 0.39263 0.24 -0.11 0.07
C -2.78947 2.43355 0.36633 0.01 -0.04 0.03
C -1.67297 1.64105 0.54563 -0.06 0.44 -0.07
N -1.77387 0.33185 0.73873 0.32 -0.33 0.07
H -1.67897 -2.73215 -0.07197 0.04 0.02 -0.23
H -3.02937 -1.83555 2.19003 -0.01 -0.15 -0.21
H -3.72157 -2.26385 0.60323 0.15 -0.01 0.06
H -5.10337 -0.00925 0.68253 -0.06 -0.10 -0.04
H -4.93307 2.43325 0.23823 -0.06 0.02 0.01
H -2.67787 3.49275 0.21473 0.03 0.15 -0.05
H -0.66527 2.03285 0.54343 0.02 0.18 -0.09
```
Forces are in eV/Å.